2 unconnected molecules or ions with the total composition C11H13FO2S. Source: the OMol25 dataset; level of theory: ωB97M-V with the def2-TZVPD basis set.

Element x y z (Å)
C 0.113 0.282 4.648
C -0.101 1.508 4.068
C -0.032 -0.879 3.865
C -0.511 1.638 2.735
C -0.483 -0.788 2.553
C -0.700 0.479 1.998
C 0.147 0.834 -2.585
C -0.263 -0.754 -4.336
C 1.171 -1.308 -2.276
C -0.061 -0.601 -2.857
C 0.054 1.163 -0.525
O 0.390 1.831 -3.167
O -1.659 -0.804 -0.087
F 0.135 2.541 -0.234
S -1.445 0.639 0.353
H 0.511 0.206 5.715
H -0.019 2.440 4.729
H 0.207 -1.903 4.166
H -0.379 2.551 2.206
H -0.693 -1.698 1.885
H -0.219 0.095 -4.931
H -1.187 -1.202 -4.509
H 0.479 -1.454 -4.765
H 1.044 -1.520 -1.213
H 1.362 -2.274 -2.621
H 2.109 -0.722 -2.496
H -1.033 -1.002 -2.234
H 1.062 0.704 -0.085

Results
E_HOMO = -8.88 eV
energy above the lowest of the compared OMol25 structures with the same formula, charge and spin = 23.3 kcal/mol
E = -29261.622 eV
HOMO-LUMO gap = 9.540 eV
strongest force on any atom = 4.454 eV/A
multiplicity = 1

***

2 unconnected molecules or ions with the total composition C8H8ClNO. Source: the OMol25 dataset; level of theory: ωB97M-V with the def2-TZVPD basis set.

Element x y z (Å)
C 1.688 -2.244 0.168
C 0.962 -1.812 1.291
C 1.772 -1.375 -0.936
C 0.237 -0.634 1.276
C 1.144 -0.158 -0.966
C 0.294 0.131 0.097
C -2.073 1.303 -1.486
C -0.404 1.392 0.172
N -1.295 1.630 1.265
O -3.210 1.016 -1.323
Cl 0.149 2.894 -0.495
H 2.399 -3.154 0.215
H 1.011 -2.384 2.237
H 2.402 -1.780 -1.689
H -0.563 -0.542 2.006
H 1.002 0.491 -1.912
H -1.773 1.769 -2.495
H -1.952 0.883 1.315
H -1.790 2.573 1.261

Results
E_HOMO (spin up / spin down) = -7.45 / -7.07 eV
energy above the lowest of the compared OMol25 structures with the same formula, charge and spin = 81.1 kcal/mol
E = -24482.303 eV
HOMO-LUMO gap (spin up / spin down) = 7.365 / 7.060 eV
strongest force on any atom = 5.004 eV/A
multiplicity = 1

***

3 unconnected molecules or ions with the total composition C3H13N3. Source: the OMol25 dataset; level of theory: ωB97M-V with the def2-TZVPD basis set.

Element x y z (Å)
C 4.516 -0.576 0.791
C 5.881 1.332 1.257
C -9.243 -1.410 -3.259
N -9.113 -2.069 -4.329
N 2.680 1.741 3.073
N 4.797 0.697 1.373
H 5.356 -0.947 0.205
H 4.283 -1.293 1.583
H 3.630 -0.499 0.158
H 6.019 2.285 1.750
H 6.702 0.944 0.663
H 3.999 1.100 1.998
H -9.469 -1.905 -2.317
H -9.132 -0.329 -3.246
H -8.904 -1.619 -5.223
H -9.218 -3.087 -4.355
H 2.539 2.735 2.924
H 1.792 1.284 2.895
H 2.885 1.617 4.060

Results
total charge = +2
E_HOMO = -16.47 eV
energy above the lowest of the compared OMol25 structures with the same formula, charge and spin = 0.0 kcal/mol
E = -7776.599 eV
HOMO-LUMO gap = 9.399 eV
strongest force on any atom = 1.552 eV/A
multiplicity = 1

***

A single C6H9NO molecule. Source: the OMol25 dataset; level of theory: ωB97M-V with the def2-TZVPD basis set.

Element x y z (Å)
C -2.724 0.689 0.927
N -2.355 -0.229 0.148
C -1.352 -0.061 -0.809
O -1.709 0.074 -1.993
C 0.019 -0.294 -0.336
C 0.287 -0.643 1.066
C 1.012 0.136 -1.144
C 2.464 0.093 -0.648
H -3.698 0.421 1.354
H -2.264 1.618 0.982
H -0.614 -0.870 1.659
H 1.079 0.113 1.499
H 0.799 -1.592 1.056
H 0.817 0.354 -2.143
H 2.510 -0.763 0.008
H 2.613 1.046 -0.069
H 3.118 -0.092 -1.557

Results
E_HOMO = -9.49 eV
energy above the lowest of the compared OMol25 structures with the same formula, charge and spin = 49.5 kcal/mol
E = -9903.458 eV
HOMO-LUMO gap = 9.978 eV
strongest force on any atom = 3.290 eV/A
multiplicity = 1

***

A single C6H10O molecule. Source: the OMol25 dataset; level of theory: ωB97M-V with the def2-TZVPD basis set.

Element x y z (Å)
C 2.688 -0.189 -0.417
C 1.510 -0.117 -1.175
C 0.287 -0.931 -1.114
C -1.040 -0.087 -0.996
C -0.972 0.940 0.063
C -1.473 0.341 1.392
O -0.854 0.054 2.408
H 2.888 -1.082 -0.005
H 3.311 0.666 -0.117
H 1.541 0.755 -1.845
H 0.352 -1.633 -0.408
H 0.199 -1.579 -1.990
H -1.334 0.289 -1.910
H -1.886 -0.806 -0.712
H -1.748 1.702 -0.135
H -0.079 1.674 0.244
H -2.404 -0.162 1.095

Results
E_HOMO = -9.08 eV
energy above the lowest of the compared OMol25 structures with the same formula, charge and spin = 55.9 kcal/mol
E = -8428.818 eV
HOMO-LUMO gap = 10.073 eV
strongest force on any atom = 5.136 eV/A
multiplicity = 1

***

A molecular structure, C18H21ClMoN2O3. Source: the OMol25 dataset; level of theory: ωB97M-V with the def2-TZVPD basis set.

Element x y z (Å)
Cl -5.821 2.156 1.157
C -0.903 4.407 -1.790
C 0.172 4.556 -0.838
C -0.421 4.770 0.455
H 1.232 4.588 -1.081
C -1.863 4.671 0.327
C -2.147 4.458 -1.074
H -3.152 4.408 -1.494
H -0.793 4.319 -2.866
H 0.106 5.012 1.373
C -2.883 4.750 1.409
Mo -0.997 2.734 -0.274
C -1.268 1.964 1.620
O -1.360 1.462 2.668
C -2.472 1.427 -0.979
O -3.222 0.628 -1.354
H -2.440 4.547 2.389
H -3.697 4.024 1.238
H -3.337 5.750 1.446
C 0.095 -4.758 2.380
C 0.372 -4.847 0.893
N 1.142 -3.710 0.352
C 2.421 -4.049 -0.306
C 2.373 -4.083 -1.820
C 0.467 -2.516 0.300
O -0.689 -2.478 0.744
C 1.027 -1.211 -0.229
C 2.277 -0.962 -0.806
C 2.583 0.332 -1.234
C 1.653 1.354 -1.086
N 0.445 1.110 -0.538
C 0.130 -0.139 -0.105
H 1.025 -4.608 2.938
H -0.364 -5.696 2.705
H -0.595 -3.936 2.580
H 0.960 -5.743 0.671
H -0.585 -4.899 0.353
H 3.195 -3.363 0.061
H 2.680 -5.044 0.072
H 1.969 -3.161 -2.239
H 3.388 -4.221 -2.199
H 1.766 -4.928 -2.156
H 2.999 -1.759 -0.930
H 3.541 0.562 -1.689
H 1.849 2.386 -1.391
H -0.859 -0.265 0.346

Results
total charge = +2
E_HOMO (spin up / spin down) = -14.34 / -14.34 eV
energy above the lowest of the compared OMol25 structures with the same formula, charge and spin = 33.3 kcal/mol
E = -42489.122 eV
HOMO-LUMO gap (spin up / spin down) = 4.395 / 4.726 eV
strongest force on any atom = 5.474 eV/A
multiplicity = 3